1.
Formula: CaF2H14O9P
Source: OMol25
Level of theory: the ωB97M-V functional and the def2-TZVPD basis

net charge	+1
relative energy (zero: lowest compared OMol25 entry of this formula, charge and spin)	0.0	kcal/mol
gap between HOMO and LUMO	11.6	eV
F_max	0.033	Eh/bohr

Structure (XYZ):
```
27
Properties=species:S:1:pos:R:3:nbo_charge:R:1
Ca -0.42492 -0.26354 -0.26976 1.838
O 0.30828 2.06778 0.13448 -1.244
P 1.49204 2.19224 -0.74275 2.621
O 1.51538 1.31074 -1.95951 -1.163
F 2.68802 1.88265 0.25678 -0.566
F 1.72430 3.67228 -1.12606 -0.528
O 1.92182 -1.36540 -1.21737 -1.005
H 2.52750 -2.07092 -1.01484 0.501
H 2.31410 -0.68182 -1.75789 0.518
O -1.08187 -1.97447 1.71096 -0.981
H -0.52851 -1.54353 2.39235 0.500
H -1.81320 -2.32361 2.24126 0.495
O -2.56465 0.48062 0.36487 -1.000
H -2.70743 1.13862 1.04399 0.524
H -3.36715 0.02534 0.17852 0.503
O -0.55249 0.13870 -2.58818 -1.051
H 0.17020 0.76392 -2.31763 0.490
H -0.76581 0.48355 -3.45194 0.510
O -0.75869 1.33326 2.65510 -0.998
H -0.17898 1.89768 2.09264 0.507
H -0.65931 1.62777 3.55167 0.489
O -1.16345 -2.37693 -1.32015 -0.988
H -1.27121 -2.25503 -2.27419 0.507
H -1.75599 -3.09767 -1.08826 0.503
O 1.33507 -0.56731 1.46319 -0.997
H 2.13813 -0.65763 0.96212 0.508
H 1.45880 0.16273 2.08062 0.507
```

=====

2.
Formula: C22H35BrClF11IrN5O7S4SiTe
Source: OMol25
Level of theory: the ωB97M-V functional and the def2-TZVPD basis

relative energy (zero: lowest compared OMol25 entry of this formula, charge and spin)	88.0	kcal/mol
gap between HOMO and LUMO (spin up / spin down)	6.3 / 6.4	eV
F_max	0.025	Eh/bohr

Structure (XYZ):
```
89
Properties=species:S:1:pos:R:3:lowdin_charge:R:1
Ir 0.64540 1.47336 1.09181 1.255
N -0.63829 4.80507 1.04735 0.148
C -0.81598 4.01229 2.09220 -0.650
N -0.69070 2.67805 2.14200 -0.053
C -1.02948 2.21291 3.41988 -0.339
C -1.42965 3.13371 4.30107 -0.320
S -1.39499 4.69404 3.57283 1.115
C -0.79187 0.80351 3.63074 -0.349
C -1.13841 -0.00177 4.64516 -0.318
S -0.52146 -1.58980 4.36978 1.109
C 0.18199 -1.06557 2.88985 -0.692
N -0.06730 0.20085 2.60948 -0.118
N 0.86721 -1.89455 2.09765 0.098
H -0.20487 4.41382 0.21555 0.057
H -0.64354 5.80069 1.18138 0.120
H -1.67437 2.99329 5.33866 0.093
H -1.68240 0.24351 5.53958 0.092
H 1.16660 -2.78619 2.45024 0.114
H 1.40181 -1.48971 1.34307 -0.049
F 0.77832 4.87421 -1.88769 -0.380
Te 1.38721 3.07941 -1.88145 1.866
F -0.24913 2.97857 -2.83394 -0.389
F 2.16644 3.30052 -3.54078 -0.325
F 1.32502 1.24815 -2.38182 -0.382
F 2.88257 3.96323 -1.21423 -0.331
O 0.41001 2.84263 -0.33124 -0.750
C 0.83654 -2.73198 -1.48433 -0.104
C -0.65050 -3.10469 -1.53631 -0.620
C -1.07001 -3.64523 -0.16422 -0.105
C -0.82695 -4.24633 -2.56088 -0.081
Si -1.73827 -1.63672 -2.07772 0.755
Br -1.01366 0.08895 -0.32801 0.581
C -3.56169 -1.68467 -1.48440 -0.626
C -4.17996 -2.97048 -2.07842 -0.083
C -3.79046 -1.74837 0.03452 -0.119
C -4.33679 -0.46950 -2.01458 -0.096
C -1.44979 -1.03163 -3.85134 -0.604
C 0.01375 -1.17717 -4.29247 -0.081
C -1.84579 0.42837 -4.07563 -0.081
C -2.32530 -1.91616 -4.76833 -0.083
H 1.39924 -3.58747 -1.09637 0.094
H 1.02135 -1.88007 -0.83567 0.017
H 1.24772 -2.48490 -2.45899 0.066
H -0.34269 -4.40289 0.14609 0.091
H -2.04453 -4.13323 -0.20085 0.069
H -1.09427 -2.86970 0.59967 0.046
H -0.24879 -5.11052 -2.21942 0.095
H -0.45994 -3.98087 -3.55151 0.066
H -1.86556 -4.56869 -2.65690 0.071
H -3.71465 -3.87077 -1.67317 0.067
H -4.12709 -3.01707 -3.16515 0.065
H -5.23816 -3.00162 -1.80144 0.095
H -3.40203 -2.65832 0.48439 0.062
H -4.87175 -1.73932 0.20102 0.088
H -3.36874 -0.89622 0.56181 0.031
H -4.43033 -0.47961 -3.09964 0.066
H -3.87890 0.47455 -1.71518 0.078
H -5.34921 -0.49652 -1.60146 0.090
H 0.68453 -0.57901 -3.67830 0.069
H 0.08944 -0.79905 -5.31594 0.097
H 0.35627 -2.21117 -4.30559 0.064
H -1.22813 1.10163 -3.49610 0.049
H -2.88802 0.63559 -3.84729 0.062
H -1.68945 0.66126 -5.13353 0.100
H -2.17454 -2.98882 -4.62815 0.070
H -2.05820 -1.68256 -5.80283 0.096
H -3.38673 -1.69753 -4.65117 0.068
Cl 3.45635 -1.18311 0.87561 0.686
C 4.23039 -0.22691 -0.41047 -0.430
C 3.51153 1.00827 -0.92973 -0.687
O 3.94812 1.43763 -1.97717 0.063
O 2.57859 1.62917 -0.25774 -0.276
H 4.40227 -0.88156 -1.25765 0.086
H 5.18707 0.09540 -0.01043 0.080
F 4.30390 3.91999 1.11460 0.163
C 4.51143 3.13455 2.15108 -0.661
F 5.33803 3.72971 2.99472 0.159
F 5.07374 1.99362 1.73914 0.138
S 2.87825 2.74020 2.97522 0.644
O 2.49805 1.37170 2.56051 -0.410
O 1.95646 3.74679 2.51106 -0.281
N 3.31332 2.84020 4.46084 -0.288
S 2.66941 1.94565 5.60081 0.613
O 1.26793 1.69708 5.40630 -0.281
O 3.14139 2.40132 6.86551 -0.258
C 3.47788 0.26505 5.36327 -0.652
F 2.60476 -0.60963 4.85030 0.105
F 3.88352 -0.20184 6.54086 0.142
F 4.52946 0.33107 4.54999 0.135
```

=====

3.
Formula: C29H29Br5N2O2ReSb2
Source: OMol25
Level of theory: the ωB97M-V functional and the def2-TZVPD basis

spin multiplicity	4
⟨S²⟩	3.81
relative energy (zero: lowest compared OMol25 entry of this formula, charge and spin)	18.7	kcal/mol
gap between HOMO and LUMO (spin up / spin down)	6.0 / 6.8	eV
F_max	0.020	Eh/bohr

Structure (XYZ):
```
70
Properties=species:S:1:pos:R:3:nbo_charge:R:1
Re 1.46940 -1.52596 0.01091 1.477
C -1.52916 0.97338 3.69730 -1.001
Sb -0.64582 0.55507 1.78817 1.030
C -0.44562 2.61668 1.25157 -1.008
C -2.54551 0.04033 0.86565 -0.750
C -3.41630 1.22324 0.56125 -0.069
C -4.45669 1.49157 1.45919 -0.209
C -5.30877 2.56834 1.30316 -0.214
C -5.13414 3.41320 0.21601 -0.220
C -4.10833 3.15961 -0.67641 -0.218
C -3.22734 2.08258 -0.53203 0.059
C -2.12332 2.00168 -1.57916 -0.813
Sb -0.71241 0.37192 -1.84901 1.080
C -1.95090 -0.68531 -3.22072 -0.994
C 0.41354 1.43356 -3.32008 -1.000
H -0.79308 1.44598 4.34699 0.227
H -1.87211 0.04843 4.15951 0.231
H -2.37262 1.64902 3.55047 0.230
H -1.42586 3.08271 1.15241 0.237
H 0.11403 2.72552 0.32305 0.222
H 0.10804 3.10583 2.05418 0.231
H -3.02970 -0.59706 1.60816 0.240
H -2.34149 -0.59156 0.00405 0.224
H -4.59980 0.81622 2.29549 0.208
H -6.10615 2.73848 2.01506 0.214
H -5.79071 4.25984 0.06325 0.214
H -3.96862 3.82186 -1.52426 0.206
H -1.48881 2.88726 -1.47511 0.231
H -2.58341 2.08913 -2.56792 0.230
H -2.33279 0.03025 -3.94863 0.222
H -2.78225 -1.15743 -2.69738 0.234
H -1.36804 -1.45713 -3.71854 0.245
H -0.26776 1.90144 -4.03163 0.223
H 1.06701 0.73467 -3.84217 0.240
H 1.03303 2.19212 -2.84288 0.234
Br -3.18640 -6.23537 -2.24358 0.103
C -2.15959 -5.09585 -1.15204 -0.148
C -2.36439 -5.06694 0.22740 -0.163
Br -3.68347 -6.13739 1.03780 0.104
C -1.57109 -4.23439 1.02374 -0.169
Br -1.74695 -4.11817 2.89798 0.084
C -0.62658 -3.41998 0.43591 0.285
O 0.25288 -2.66995 1.12708 -0.803
C -0.43573 -3.41935 -0.94933 0.204
O 0.52607 -2.60849 -1.42626 -0.727
C -1.18233 -4.28031 -1.73500 -0.151
Br -0.75447 -4.35155 -3.56684 0.099
Br 2.28134 -1.94351 5.74326 0.108
C 3.03357 -1.56240 4.06383 -0.122
C 4.37773 -1.26512 3.93394 -0.164
C 4.86741 -0.98771 2.66917 -0.234
C 4.00668 -1.00896 1.58981 0.074
N 2.70363 -1.30018 1.73062 -0.485
C 2.21906 -1.58266 2.94925 0.033
H 5.02444 -1.25320 4.80086 0.241
H 5.90932 -0.74895 2.51116 0.240
H 4.33718 -0.77880 0.58819 0.240
H 1.17121 -1.84197 3.01043 0.263
N 2.54851 -0.43835 -0.93148 -0.606
C 3.42075 0.45223 -1.46848 0.081
C 3.41736 1.79151 -1.03481 -0.229
C 4.29715 2.70383 -1.58870 -0.205
C 5.19678 2.31954 -2.57814 -0.267
C 5.20482 0.99600 -3.00408 -0.175
C 4.33637 0.06398 -2.46122 -0.265
H 2.71093 2.08777 -0.26750 0.205
H 4.27849 3.73109 -1.24539 0.212
H 5.87911 3.03916 -3.00908 0.213
H 5.89679 0.68283 -3.77643 0.212
H 4.33588 -0.96385 -2.80202 0.221
```

=====

4.
Formula: C3H4N2S2
Source: OMol25
Level of theory: the ωB97M-V functional and the def2-TZVPD basis

relative energy (zero: lowest compared OMol25 entry of this formula, charge and spin)	105.9	kcal/mol
gap between HOMO and LUMO	8.2	eV
F_max	0.108	Eh/bohr

Structure (XYZ):
```
11
Properties=species:S:1:pos:R:3:nbo_charge:R:1
C -0.93449 -0.99269 0.06148 -0.294
C -2.03198 -0.36974 0.70907 -0.426
C -0.14301 -0.18371 -0.69160 -0.008
N -0.46045 1.05984 -0.78483 -0.563
N 2.61254 -0.19369 -0.19375 -0.718
S -1.82833 1.24614 0.16570 0.600
S 3.44918 0.81458 0.42023 0.746
H -0.89803 -2.09169 0.15670 0.224
H -2.97285 -0.70477 1.04342 0.246
H 0.63536 -0.58021 -1.14134 0.217
H 2.57206 1.99594 0.25494 -0.024
```